No. 1
{"formula": "C56H50N8O3P2SY", "method": "ωB97M-V/def2-TZVPD", "charge": 1, "relative_energy_kcal_mol": 6.8, "gap_ha": 0.2368, "homo_energy_ev": -9.63, "elements": ["Y", "O", "C", "C", "C", "C", "C", "C", "C", "O", "N", "N", "C", "C", "C", "C", "C", "C", "C", "O", "H", "H", "H", "H", "H", "H", "H", "H", "H", "H", "N", "C", "N", "C", "N", "N", "C", "C", "C", "C", "C", "C", "N", "C", "C", "C", "C", "C", "C", "H", "H", "H", "H", "H", "H", "H", "H", "H", "H", "H", "C", "S", "C", "C", "C", "N", "P", "C", "C", "C", "C", "C", "C", "C", "C", "C", "C", "C", "C", "P", "C", "C", "C", "C", "C", "C", "C", "C", "C", "C", "C", "C", "H", "H", "H", "H", "H", "H", "H", "H", "H", "H", "H", "H", "H", "H", "H", "H", "H", "H", "H", "H", "H", "H", "H", "H", "H", "H", "H", "H", "H"], "xyz": [[-1.126689, 1.266798, -0.243457], [-2.428990, 2.509266, -4.428443], [-3.771119, 2.593003, -4.276123], [-4.542873, 2.752782, -5.424462], [-5.915618, 2.845180, -5.332309], [-6.549613, 2.778946, -4.091276], [-5.789222, 2.617378, -2.952314], [-4.393793, 2.520240, -3.018681], [-3.593206, 2.324940, -1.787476], [-2.288543, 2.276512, -1.905200], [-4.214155, 2.177028, -0.653268], [-3.319303, 1.926434, 0.394078], [-3.877537, 1.980405, 1.554130], [-3.245962, 1.725346, 2.828248], [-3.966562, 2.036956, 3.990507], [-3.425691, 1.848831, 5.242312], [-2.131380, 1.337252, 5.345572], [-1.407768, 1.002083, 4.218072], [-1.949848, 1.170419, 2.933721], [-1.269865, 0.833668, 1.860469], [-2.069616, 2.428809, -3.518023], [-4.033739, 2.806062, -6.378586], [-6.501723, 2.973944, -6.234018], [-7.626296, 2.857783, -4.021208], [-6.254862, 2.566578, -1.977374], [-4.931039, 2.259355, 1.572801], [-4.966191, 2.445824, 3.886729], [-3.988794, 2.102772, 6.129993], [-1.683490, 1.202984, 6.323125], [-0.392097, 0.632781, 4.303997], [-3.805089, -2.311856, -1.411975], [-3.259714, -1.223697, -0.876443], [-2.160074, -0.667910, -1.294465], [-1.483927, -1.216597, -2.391097], [-0.444597, -0.659259, -2.917829], [-0.064194, 0.513742, -2.289636], [0.514449, 1.368842, -3.032176], [0.862715, 2.695973, -2.507930], [1.612923, 3.564225, -3.282621], [1.911508, 4.823787, -2.786580], [1.444771, 5.173084, -1.533772], [0.701131, 4.243958, -0.821679], [0.412990, 3.033000, -1.285758], [-2.012466, -2.442067, -2.988477], [-1.377397, -3.094427, -4.047286], [-1.911746, -4.252991, -4.566871], [-3.093320, -4.778593, -4.039922], [-3.736524, -4.148253, -2.996127], [-3.189679, -2.981609, -2.472653], [-4.659787, -2.675243, -1.021195], [-3.781977, -0.778021, -0.036802], [0.694413, 1.165559, -4.085790], [1.950487, 3.254173, -4.263302], [2.495016, 5.520339, -3.374005], [1.643631, 6.146083, -1.106101], [0.324546, 4.486540, 0.165622], [-0.467941, -2.666022, -4.446264], [-1.418664, -4.755370, -5.388044], [-3.511539, -5.686767, -4.454234], [-4.657434, -4.547748, -2.586352], [6.058256, -3.745574, 1.558184], [6.276253, -2.503791, 2.847218], [4.545028, -2.177010, 3.245802], [3.790426, -1.443905, 2.146698], [2.339556, -1.201153, 2.545256], [1.516250, -0.570585, 1.503643], [1.539820, 1.075430, 1.057605], [3.074306, 1.383754, 0.113722], [3.638175, 2.661149, 0.093959], [4.668489, 2.962952, -0.787348], [5.147862, 1.996049, -1.660451], [4.593796, 0.722423, -1.647164], [3.559112, 0.422789, -0.771478], [1.820249, 2.055836, 2.563274], [3.014670, 2.017687, 3.287153], [3.186751, 2.825595, 4.399633], [2.174981, 3.694282, 4.794806], [0.991685, 3.752421, 4.075700], [0.816861, 2.933644, 2.966798], [0.462859, -1.438663, 0.478277], [1.492450, -2.757771, -0.271098], [1.922058, -2.611671, -1.590686], [2.756415, -3.560375, -2.171318], [3.163499, -4.665744, -1.440560], [2.726897, -4.831602, -0.130328], [1.891972, -3.887728, 0.447097], [-0.642854, -2.436918, 1.522079], [-1.376875, -3.448186, 0.893051], [-2.373072, -4.124650, 1.583100], [-2.648618, -3.796844, 2.906583], [-1.921292, -2.796594, 3.535489], [-0.925002, -2.117138, 2.844706], [7.055206, -4.076931, 1.270185], [5.557882, -3.339914, 0.678487], [5.501074, -4.601907, 1.940023], [4.566343, -1.579376, 4.161119], [4.052910, -3.122454, 3.493568], [3.809385, -2.028970, 1.223734], [4.295650, -0.501252, 1.925545], [2.291125, -0.588362, 3.449269], [1.869199, -2.153762, 2.802589], [3.283127, 3.421790, 0.780167], [5.106193, 3.954180, -0.782386], [5.957706, 2.230576, -2.340055], [4.971790, -0.043686, -2.313832], [3.140597, -0.573838, -0.763733], [3.826063, 1.376888, 2.964605], [4.115972, 2.787071, 4.954157], [2.313495, 4.326495, 5.662770], [0.197765, 4.422478, 4.381616], [-0.124466, 2.957879, 2.430752], [1.596151, -1.755327, -2.168743], [3.082536, -3.437665, -3.197176], [3.812171, -5.405991, -1.892287], [3.034421, -5.700585, 0.437767], [1.538460, -4.035451, 1.461376], [-1.157695, -3.716543, -0.136714], [-2.924092, -4.919051, 1.093522], [-3.423467, -4.326374, 3.446761], [-2.131510, -2.534706, 4.565964], [-0.371883, -1.326561, 3.329774]], "atomic_forces_ev_per_a": [[0.3, 0.0, -0.1], [-0.1, 0.0, -0.2], [0.1, 0.0, 0.1], [0.0, 0.0, -0.1], [0.0, 0.0, 0.0], [0.0, 0.0, 0.0], [0.1, 0.0, 0.0], [0.0, 0.0, 0.0], [0.0, -0.1, 0.0], [-0.1, 0.0, 0.2], [-0.1, 0.0, -0.1], [-0.3, 0.0, 0.1], [-0.1, 0.0, 0.0], [0.0, -0.1, 0.0], [0.0, 0.0, 0.0], [0.0, 0.0, 0.0], [0.0, 0.0, 0.0], [0.0, 0.0, 0.0], [-0.2, 0.0, 0.0], [0.0, 0.1, 0.2], [0.0, 0.0, 0.1], [0.0, 0.0, 0.0], [0.0, 0.0, 0.0], [0.0, 0.0, 0.0], [0.0, 0.0, 0.0], [0.0, 0.0, 0.0], [0.0, 0.0, 0.0], [0.0, 0.0, 0.0], [0.0, 0.0, 0.0], [-0.1, 0.0, 0.0], [0.0, -0.1, -0.1], [0.1, 0.1, 0.0], [0.0, 0.0, -0.1], [0.0, 0.2, 0.0], [-0.1, 0.0, 0.0], [-0.2, 0.0, -0.2], [0.0, 0.0, -0.1], [0.1, 0.0, 0.1], [0.0, 0.0, -0.1], [0.0, 0.0, 0.0], [0.0, 0.0, 0.0], [0.0, -0.1, 0.0], [-0.1, -0.1, 0.0], [0.0, -0.1, 0.2], [0.0, 0.0, 0.0], [0.0, 0.0, 0.0], [0.0, 0.0, 0.0], [-0.1, 0.0, 0.0], [0.0, 0.0, 0.0], [0.0, 0.0, 0.0], [0.0, 0.0, 0.0], [0.1, -0.1, 0.0], [0.0, 0.0, 0.0], [0.0, 0.0, 0.0], [0.0, 0.0, 0.0], [0.0, 0.0, 0.0], [0.0, 0.0, 0.0], [0.0, 0.0, 0.0], [0.0, 0.0, 0.0], [0.0, 0.0, 0.0], [0.0, 0.0, 0.0], [0.0, 0.0, 0.0], [0.0, 0.0, 0.0], [0.0, 0.0, -0.1], [0.0, 0.0, 0.0], [0.0, -0.1, -0.1], [0.3, 0.0, 0.1], [0.0, 0.0, 0.0], [0.0, 0.0, 0.0], [0.0, 0.0, 0.0], [0.0, 0.0, 0.0], [0.0, 0.0, 0.0], [0.1, 0.1, 0.0], [0.0, 0.0, 0.0], [0.0, 0.1, 0.0], [0.0, 0.0, 0.0], [0.0, 0.0, 0.0], [0.0, 0.0, 0.0], [0.0, 0.0, 0.1], [0.1, 0.1, 0.0], [0.0, 0.0, 0.0], [0.0, 0.0, 0.1], [0.0, 0.0, 0.0], [0.0, 0.0, 0.0], [0.0, 0.0, 0.0], [0.0, 0.0, 0.0], [-0.1, 0.0, 0.0], [0.0, 0.0, 0.1], [0.1, 0.0, 0.0], [0.0, 0.0, 0.0], [0.0, 0.0, 0.0], [0.0, -0.1, -0.1], [0.0, 0.0, 0.0], [0.0, 0.0, 0.0], [0.0, 0.0, 0.0], [0.0, 0.0, 0.0], [0.0, 0.0, 0.0], [0.0, 0.0, 0.0], [0.0, 0.0, 0.0], [0.0, 0.0, 0.0], [0.0, 0.0, 0.0], [0.0, 0.0, 0.0], [0.0, 0.0, 0.0], [0.0, 0.0, 0.0], [0.0, 0.0, 0.0], [0.0, 0.0, 0.0], [0.0, 0.0, 0.0], [0.0, 0.0, 0.0], [0.0, 0.0, 0.0], [0.0, 0.0, 0.0], [0.1, 0.0, 0.0], [0.0, 0.0, 0.0], [0.0, 0.0, 0.0], [0.0, 0.0, 0.0], [0.0, 0.0, 0.0], [0.0, 0.0, 0.0], [0.0, 0.0, 0.0], [0.0, 0.0, 0.0], [0.0, 0.0, 0.0], [0.0, 0.0, 0.0], [0.0, 0.0, 0.0]]}

***

No. 2
{"formula": "C5H8O2", "method": "ωB97M-V/def2-TZVPD", "charge": 0, "relative_energy_kcal_mol": 49.9, "gap_ha": 0.3508, "homo_energy_ev": -9.24, "elements": ["C", "C", "C", "O", "H", "H", "H", "H", "C", "C", "O", "H", "H", "H", "H"], "xyz": [[-1.695970, 0.258235, 0.005630], [0.955297, -1.275259, 0.624616], [0.512613, -1.881182, -0.463871], [-2.396173, -0.398181, 0.732634], [-1.700224, 0.098746, -1.091295], [0.539923, -1.452147, 1.605219], [-0.291139, -2.588852, -0.414922], [0.943573, -1.691189, -1.434159], [-0.801054, 1.331589, 0.443334], [-0.068855, 2.034611, -0.411885], [1.960583, -0.370257, 0.673018], [2.327659, -0.247951, -0.212208], [-0.770319, 1.519907, 1.507020], [0.589449, 2.823581, -0.090772], [-0.105364, 1.838350, -1.472359]], "atomic_forces_ev_per_a": [[-0.2, -0.1, -0.5], [0.1, -0.1, 0.0], [0.1, -0.1, -0.1], [0.0, 0.0, 0.2], [0.0, -0.1, 0.0], [-0.1, 0.0, 0.1], [-0.2, -0.1, 0.1], [0.1, 0.1, -0.2], [0.2, 0.4, 0.2], [-0.2, -0.1, 0.1], [0.3, 0.1, 0.0], [-0.1, 0.0, 0.1], [0.0, 0.0, 0.1], [0.1, 0.1, 0.1], [-0.1, -0.1, -0.2]]}

***

No. 3
{"formula": "CHN2", "method": "ωB97M-V/def2-TZVPD", "charge": 1, "relative_energy_kcal_mol": 43.0, "gap_ha": 0.3569, "homo_energy_ev": -19.20, "elements": ["C", "N", "N", "H"], "xyz": [[-0.822467, -0.675098, 0.088764], [-0.695926, 0.707128, -0.242188], [0.284012, -0.023914, -0.096355], [1.234380, -0.008115, 0.249778]], "atomic_forces_ev_per_a": [[-3.2, -2.6, 0.0], [-0.7, 1.8, -0.7], [2.4, 0.4, 1.4], [1.5, 0.5, -0.7]]}

***

No. 4
{"formula": "C5H3N2O2S", "method": "ωB97M-V/def2-TZVPD", "charge": -1, "relative_energy_kcal_mol": 56.4, "gap_ha": 0.2679, "homo_energy_ev": -4.09, "elements": ["C", "C", "C", "C", "C", "N", "N", "O", "O", "S", "H", "H", "H"], "xyz": [[-2.603074, 0.373708, 0.388041], [-0.628672, -0.018703, -0.825803], [0.709447, -0.110050, -0.833922], [0.435688, -1.103027, 2.327041], [0.277623, 0.283326, 1.823053], [-3.715227, 0.452528, 0.646571], [-1.338470, 0.334150, 0.244687], [0.086262, -2.127821, 1.866373], [1.188664, -0.754873, 3.246127], [1.360044, 0.725160, 0.613436], [-0.910992, -0.410871, -1.778327], [1.394944, -0.302240, -1.548340], [-0.068786, 0.906305, 2.541968]], "atomic_forces_ev_per_a": [[0.4, -0.1, -0.4], [1.1, -1.2, -0.9], [-1.3, 1.8, 4.2], [-0.2, 1.2, -0.3], [0.4, -2.0, -1.9], [-2.5, 0.2, 0.4], [2.1, 0.1, 0.2], [-1.2, -3.0, -1.1], [1.2, 0.5, 1.6], [1.5, 1.2, -0.6], [-1.8, 0.0, -0.6], [1.6, -0.8, -2.4], [-1.1, 2.3, 1.6]]}

***

No. 5
{"formula": "C18H51N4O12", "method": "ωB97M-V/def2-TZVPD", "charge": -1, "relative_energy_kcal_mol": 4.8, "gap_ha": 0.3302, "homo_energy_ev": -6.60, "elements": ["N", "O", "O", "O", "C", "C", "O", "O", "H", "H", "H", "H", "H", "H", "C", "C", "O", "O", "H", "H", "H", "H", "H", "H", "C", "C", "O", "O", "H", "H", "H", "H", "H", "H", "C", "C", "C", "O", "C", "N", "H", "H", "H", "H", "H", "H", "H", "H", "H", "H", "H", "C", "C", "C", "O", "C", "N", "H", "H", "H", "H", "H", "H", "H", "H", "H", "H", "H", "C", "C", "C", "O", "C", "N", "H", "H", "H", "H", "H", "H", "H", "H", "H", "H", "H"], "xyz": [[1.097317, -0.432780, 0.146582], [1.068657, -1.155504, 1.181685], [0.052864, 0.061811, -0.309343], [2.209741, -0.254390, -0.434709], [1.594851, 0.297388, 4.489783], [1.003994, -1.091666, 4.335053], [0.784386, -1.601101, 5.666442], [2.822936, 0.202417, 5.194516], [0.936682, 0.949104, 5.080021], [1.799051, 0.767039, 3.529174], [1.676590, -1.673534, 3.703043], [-0.001617, -1.097802, 3.906762], [0.440842, -2.493757, 5.589231], [2.748673, -0.451062, 5.897460], [3.559396, -3.070292, 1.987608], [4.393662, -4.296506, 2.267856], [5.685803, -3.989457, 2.791889], [3.815962, -2.580717, 0.675198], [3.761683, -2.203469, 2.633187], [2.498447, -3.307487, 2.160451], [4.401375, -4.958567, 1.398453], [3.926440, -4.810012, 3.112555], [6.114169, -3.356736, 2.203390], [3.287507, -1.780094, 0.536107], [3.296240, 2.661834, -1.619520], [4.271475, 1.823568, -2.444433], [4.504768, 0.579612, -1.839933], [1.958735, 2.285238, -1.911307], [3.418930, 3.739050, -1.774968], [3.483306, 2.545388, -0.545370], [5.201057, 2.384678, -2.579532], [3.864437, 1.690496, -3.453098], [3.684302, 0.261704, -1.426613], [1.697006, 1.567758, -1.317877], [-2.701058, 1.197322, -5.923383], [-2.679566, 1.083438, -4.409846], [-1.301025, 0.949001, -3.757429], [-0.524687, 0.029072, -4.478358], [0.604624, -0.352912, -3.702270], [-3.397986, 2.195625, -3.801907], [-2.108785, 0.392353, -6.356899], [-2.235823, 2.155855, -6.176491], [-3.707722, 1.177971, -6.339913], [-3.167516, 0.117504, -4.185459], [-1.448688, 0.667431, -2.706817], [-0.813248, 1.933096, -3.713648], [1.411957, -0.810267, -4.268237], [0.191787, -1.022475, -2.939301], [1.061795, 0.482140, -3.159587], [-4.363184, 2.187429, -4.127673], [-3.531590, 2.031390, -2.803596], [0.224126, 3.905125, 1.274806], [-1.126954, 3.323649, 0.894480], [-2.243292, 4.354894, 1.083509], [-2.355549, 4.877401, 2.403866], [-3.083000, 4.035373, 3.276302], [-1.157373, 2.812920, -0.467573], [0.967093, 3.110365, 1.413832], [0.271865, 4.417982, 2.242676], [0.684431, 4.594001, 0.561821], [-1.376105, 2.525037, 1.603022], [-3.242823, 4.082795, 0.735113], [-1.915645, 5.237893, 0.517837], [-2.460396, 3.226585, 3.680236], [-3.905031, 3.594327, 2.703460], [-3.429748, 4.581604, 4.152166], [-0.560601, 3.410941, -1.038577], [-0.639203, 1.935258, -0.494904], [-3.215833, -4.023515, 1.482364], [-2.063481, -3.145526, 0.965092], [-2.210909, -2.803230, -0.501172], [-2.252630, -3.998045, -1.264035], [-2.505981, -3.820983, -2.639059], [-1.965001, -1.968569, 1.817640], [-3.019289, -4.340388, 2.504303], [-3.321528, -4.914865, 0.862640], [-4.110234, -3.410274, 1.362167], [-1.113106, -3.685036, 1.093548], [-1.393853, -2.166121, -0.856649], [-3.162847, -2.288078, -0.693661], [-3.177388, -2.992823, -2.865418], [-2.913678, -4.766765, -3.000689], [-1.534825, -3.744440, -3.140216], [-1.896911, -2.149428, 2.806183], [-1.143245, -1.434220, 1.545993]], "atomic_forces_ev_per_a": [[0.3, -0.9, 0.7], [0.0, 0.8, -0.9], [0.5, 0.0, 0.1], [-0.8, 0.1, 0.4], [-0.1, -0.3, 0.8], [-1.0, 0.4, 0.1], [0.7, -0.1, 0.0], [0.7, 0.2, -0.2], [-0.3, -0.1, -0.3], [0.0, -0.1, -0.1], [0.0, -0.3, 0.3], [0.3, 0.4, -0.7], [0.0, -0.1, 0.0], [-0.3, 0.0, -0.1], [-0.4, 1.0, -0.5], [-0.1, 0.6, 1.2], [0.3, -0.1, -0.5], [0.0, -0.6, -0.1], [0.3, -0.6, 0.6], [0.0, -0.1, -0.4], [0.2, 0.1, -0.1], [-0.1, -0.2, -0.2], [-0.1, -0.1, 0.0], [-0.1, 0.0, -0.1], [-0.1, 0.0, 0.1], [-0.4, 0.6, 0.2], [0.4, -0.3, 0.1], [-0.2, 0.5, 0.1], [-0.2, -0.1, -0.5], [0.2, -0.3, -0.1], [0.3, -0.3, 0.3], [-0.2, 0.1, 0.0], [0.2, 0.1, -0.2], [0.1, -0.1, 0.0], [0.9, 0.6, 0.2], [-0.5, -1.3, 0.2], [-0.4, 0.9, -0.3], [0.6, 0.1, -0.3], [-0.4, 0.0, 1.0], [-0.7, 0.1, 0.4], [-0.1, 0.0, -0.1], [0.0, -0.1, -0.3], [-0.1, 0.0, 0.2], [-0.1, 0.0, 0.0], [0.1, -0.3, 0.0], [0.1, 0.0, -0.2], [-0.4, -0.2, -0.4], [0.6, -0.3, 0.1], [-0.2, 0.1, -0.3], [0.2, 0.1, -0.3], [0.5, 0.1, 0.0], [1.1, -0.1, 0.9], [-0.6, 0.1, 0.6], [0.7, 1.5, -0.2], [0.0, -0.1, 0.5], [0.5, -0.4, -0.3], [0.4, -0.2, -0.2], [-0.2, -0.2, -0.3], [-0.6, 0.1, -0.1], [-0.5, 0.0, -0.3], [0.3, -0.3, -0.3], [0.2, -0.5, -0.2], [-0.3, -0.1, -0.2], [0.0, -0.1, -0.2], [-0.2, -0.1, 0.4], [-0.2, 0.3, -0.3], [-0.3, 0.1, -0.1], [-0.3, -0.1, 0.1], [0.5, 0.3, -1.0], [0.6, -1.0, 1.3], [-0.4, 0.3, -0.6], [-0.2, -0.3, 0.5], [0.9, -0.8, 0.2], [-0.3, 1.2, -0.9], [-0.2, 0.2, 0.2], [0.0, 0.0, 0.0], [-0.2, -0.2, 0.5], [-0.1, -0.4, -0.5], [0.0, 0.1, 0.2], [0.1, 0.3, 0.3], [0.0, 0.1, 0.0], [-0.3, 0.1, 0.0], [-0.2, 0.6, -0.3], [0.0, -0.5, 0.0], [0.0, 0.1, 0.1]]}